Run w
Below is a cluster of 2 separate species, C5H12N2O2 in total, with properties calculated with ωB97M-V/def2-TZVPD.

The geometry in ORCA input format:
```
! wB97M-V def2-TZVPD RIJCOSX def2/J DEFGRID3
* xyz 0 1
H 1.56 -0.82 1.64
H -0.56 0.72 3.06
C 0.80 -0.04 1.56
H -1.26 -0.30 1.85
N 1.39 1.12 1.35
C 0.61 -1.58 -1.74
H -0.22 2.33 -1.49
H 1.12 2.97 1.17
H -0.54 1.13 -2.81
H 0.34 -2.50 -2.23
H -0.31 -1.06 3.11
C 0.02 1.34 -1.89
H -1.68 -2.40 -1.12
N -1.49 -1.54 -0.64
C -0.38 -0.18 2.48
H -1.98 -1.13 0.13
O -0.35 0.48 -0.87
H 1.10 1.34 -2.09
C -0.21 -1.01 -0.83
O 0.56 2.23 1.45
H 1.50 -1.10 -2.10
*
```

Summary:
SMILES: C=C(N)OC.C/C=N\O
Highest occupied orbital energy in eV: -8.162
HOMO-LUMO gap in eV: 8.9
E_LUMO in eV: 0.757


Run x
Below is the molecule C5H12N2O2, with properties calculated with ωB97M-V/def2-TZVPD.

The geometry in ORCA input format:
```
! wB97M-V def2-TZVPD RIJCOSX def2/J DEFGRID3
* xyz 0 1
H 0.79 1.05 1.69
H -2.49 -0.35 0.50
O 0.45 0.26 -2.53
H -0.41 -0.36 2.55
H 1.86 -1.55 0.64
N 1.53 1.16 0.71
O -0.84 1.10 -0.99
H -0.89 -1.63 -0.12
H 1.13 -1.81 -0.91
H 2.15 0.17 -0.93
N -1.94 0.37 1.20
C 1.13 -1.27 0.00
H -1.70 -1.52 2.28
H 1.48 2.18 0.44
H -2.64 0.64 2.07
C -0.29 -1.63 0.76
H -0.78 1.36 0.08
C 0.35 0.56 -1.31
H -0.30 -2.72 0.93
C 1.20 0.23 -0.31
C -1.08 -0.72 1.80
*
```

Summary:
SMILES: NCCC[C@H](N)C(=O)O
Highest occupied orbital energy in eV: -9.506
HOMO-LUMO gap in eV: 10.0
E_LUMO in eV: 0.458


Energies, relative to the best one, in eV: run w 1.391; run x 0.000.


Run w
Below is the molecule C5H12N2O2, with properties calculated with ωB97M-V/def2-TZVPD.

The geometry in ORCA input format:
```
! wB97M-V def2-TZVPD RIJCOSX def2/J DEFGRID3
* xyz 0 1
O 0.47 -0.47 1.44
H 2.31 1.44 0.85
C 2.39 0.49 0.31
C 1.04 -0.24 0.27
H 1.54 -2.12 0.12
H 2.79 0.67 -0.69
C -0.07 0.52 -0.55
H -2.66 -1.87 -0.24
O 1.27 -1.47 -0.54
H 0.35 2.12 0.66
N -0.19 1.93 -0.18
N -2.25 0.53 0.44
H 3.09 -0.14 0.86
H 0.03 0.39 -1.63
H -1.30 -1.85 -1.42
C -1.61 -1.63 -0.40
C -1.30 -0.22 -0.05
H 0.15 2.53 -0.92
H -1.97 1.51 0.61
H -1.00 -2.26 0.24
H -3.09 0.14 0.84
*
```

Summary:
Highest occupied orbital energy in eV: -7.720
HOMO-LUMO gap in eV: 8.4
E_LUMO in eV: 0.650


Run x
Below is a structure of composition C5H12N2O2, with properties calculated with ωB97M-V/def2-TZVPD.

The geometry in ORCA input format:
```
! wB97M-V def2-TZVPD RIJCOSX def2/J DEFGRID3
* xyz 0 1
C -1.74 -0.07 1.47
H 1.37 0.24 1.85
H 0.57 2.21 0.28
C 0.59 0.50 1.12
C 2.19 -1.02 -0.35
O 1.43 1.12 -1.13
H -1.05 1.26 -1.46
C -1.29 0.20 -1.56
N -0.41 -0.46 1.10
H 2.39 -1.42 -1.35
H 3.11 -0.63 0.07
H -2.05 0.91 1.10
N -0.41 -0.62 -0.75
C 1.18 0.11 -0.47
O 0.24 1.85 1.12
H 1.82 -1.82 0.30
H -1.75 -0.03 2.57
H -0.20 -1.52 -1.16
H -2.33 0.07 -1.25
H -1.22 -0.06 -2.62
H -2.44 -0.83 1.14
*
```

Summary:
Highest occupied orbital energy in eV: -8.477
HOMO-LUMO gap in eV: 8.7
E_LUMO in eV: 0.197


Energies, relative to the best one, in eV: run w 0.000; run x 2.417.


Run w
Below is a cluster of 2 separate species, C5H6NO3 in total, with properties calculated with ωB97M-V/def2-TZVPD.

The geometry in ORCA input format:
```
! wB97M-V def2-TZVPD RIJCOSX def2/J DEFGRID3
* xyz 1 1
H 1.82 0.45 1.76
C 0.42 1.47 -1.81
C -0.83 -0.88 0.50
H -2.44 -1.81 -0.34
C 0.04 -0.66 2.42
H 0.73 2.03 -0.84
H 0.56 1.91 -2.83
H -0.73 1.54 -1.72
N 0.25 -0.15 0.30
O -0.98 -1.25 1.75
O 1.20 -0.89 -2.07
C 0.79 0.10 -1.78
O -1.63 -1.21 -0.46
H -0.02 -0.66 3.50
C 0.81 0.02 1.59
*
```

Summary:
Highest occupied orbital energy in eV: -13.269
HOMO-LUMO gap in eV: 9.4
E_LUMO in eV: -3.910


Run x
Below is the ion C5H6NO3 with charge +1, with properties calculated with ωB97M-V/def2-TZVPD.

The geometry in ORCA input format:
```
! wB97M-V def2-TZVPD RIJCOSX def2/J DEFGRID3
* xyz 1 1
O 1.91 1.21 1.76
C 0.12 0.54 -1.24
O -1.28 -1.15 -0.10
O 0.50 1.05 -0.17
N 0.63 -0.71 1.28
H -0.39 -1.65 2.96
H -0.07 1.78 -3.00
H 0.53 -0.37 -1.48
C -0.66 1.45 -2.05
H -1.03 2.41 -1.44
H -1.42 0.98 -2.51
C 1.17 0.51 1.23
H 0.47 -2.88 1.93
C -0.54 -1.29 0.84
C 0.07 -1.88 1.99
*
```

Summary:
Highest occupied orbital energy in eV: -15.776
HOMO-LUMO gap in eV: 10.8
E_LUMO in eV: -4.946


Energies, relative to the best one, in eV: run w 0.000; run x 2.349.


Run w
Below is the molecule C3H6N2OS, with properties calculated with ωB97M-V/def2-TZVPD.

The geometry in ORCA input format:
```
! wB97M-V def2-TZVPD RIJCOSX def2/J DEFGRID3
* xyz 0 1
H 1.73 -1.69 0.26
O -0.88 1.80 0.18
H 2.98 0.80 -0.32
C 2.25 0.09 -0.06
H 1.59 1.77 -0.41
H -2.82 -0.44 1.21
C -0.12 0.82 0.04
S -0.66 -0.82 -0.08
H -2.79 -1.65 -0.54
H -2.61 0.18 -0.63
N 1.16 0.89 -0.02
N 2.48 -1.15 0.27
C -2.31 -0.60 0.11
*
```

Summary:
SMILES: [H]/N=C\NC(=O)SC
Highest occupied orbital energy in eV: -9.752
HOMO-LUMO gap in eV: 10.2
E_LUMO in eV: 0.428


Run x
Below is the molecule C3H6N2OS, with properties calculated with ωB97M-V/def2-TZVPD.

The geometry in ORCA input format:
```
! wB97M-V def2-TZVPD RIJCOSX def2/J DEFGRID3
* xyz 0 1
N -0.81 0.41 -1.02
C 0.40 -1.04 2.18
H -0.75 -2.94 2.80
S 0.91 -2.47 4.41
H 1.27 -0.32 2.37
C 0.05 -2.18 3.00
H 0.29 0.74 -2.50
N -0.49 1.24 -2.15
H 1.22 0.74 -0.10
C 0.17 0.32 -0.05
H -0.41 2.28 -2.04
O -0.08 -0.65 0.88
H -1.80 0.25 -0.97
*
```

Summary:
Highest occupied orbital energy (alpha / beta) in eV: -6.638 / -7.594
HOMO-LUMO gap (alpha / beta) in eV: 5.5 / 7.9
E_LUMO (alpha / beta) in eV: -1.107 / 0.261


Run y
Below is a cluster of 2 separate species, C3H6N2OS in total, with properties calculated with ωB97M-V/def2-TZVPD.

The geometry in ORCA input format:
```
! wB97M-V def2-TZVPD RIJCOSX def2/J DEFGRID3
* xyz 0 1
C 0.93 -2.10 -0.21
S 1.99 0.90 0.39
N 0.32 -1.87 0.71
H 0.45 1.14 -1.13
O 2.57 -0.09 -0.54
H -2.66 -0.23 0.38
H 1.29 -2.46 -1.20
C -0.65 0.54 0.66
C -1.96 0.64 0.02
H -2.40 1.64 0.26
N 0.38 0.98 -0.10
H -1.92 0.62 -1.07
H 1.64 0.29 1.83
*
```

Summary:
Highest occupied orbital energy in eV: -8.209
HOMO-LUMO gap in eV: 8.9
E_LUMO in eV: 0.668


Run z
Below is the molecule C3H6N2OS, with properties calculated with ωB97M-V/def2-TZVPD.

The geometry in ORCA input format:
```
! wB97M-V def2-TZVPD RIJCOSX def2/J DEFGRID3
* xyz 0 1
H -1.17 1.34 -1.55
H 0.08 4.01 -0.67
O 0.22 3.19 -1.12
H 0.54 -0.12 1.43
N 0.88 -1.96 1.01
C -0.77 -0.33 -0.28
S -0.01 2.19 0.24
N 1.06 -2.70 0.01
H 1.88 -3.41 0.12
H -1.11 -1.05 -0.99
C -0.61 0.87 -0.70
H -0.94 -1.13 1.53
C -0.04 -0.91 0.96
*
```

Summary:
SMILES: [H]/N=N/C/C=C\SO
Highest occupied orbital energy in eV: -8.441
HOMO-LUMO gap in eV: 8.8
E_LUMO in eV: 0.359


Energies, relative to the best one, in eV: run w 0.000; run x 3.157; run y 2.790; run z 1.446.


Run w
Below is the molecule C3H6N2OS, with properties calculated with ωB97M-V/def2-TZVPD.

The geometry in ORCA input format:
```
! wB97M-V def2-TZVPD RIJCOSX def2/J DEFGRID3
* xyz 0 1
H 1.13 0.79 1.37
H 1.73 -0.93 2.39
C 0.32 -0.24 -1.45
N -1.38 1.46 -0.58
C -0.69 0.43 -0.51
C 1.07 -0.51 1.34
S 1.90 -0.77 -0.39
H -1.83 0.25 1.35
H -1.44 2.11 -1.49
O -0.19 -1.14 1.40
N -1.09 -0.38 0.64
H -0.02 -1.21 -1.69
H 0.50 0.11 -2.37
*
```

Summary:
SMILES: [H]/N=C1\CSCON1
Highest occupied orbital energy in eV: -9.021
HOMO-LUMO gap in eV: 9.8
E_LUMO in eV: 0.813


Run x
Below is a structure of composition C3H6N2OS, with properties calculated with ωB97M-V/def2-TZVPD.

The geometry in ORCA input format:
```
! wB97M-V def2-TZVPD RIJCOSX def2/J DEFGRID3
* xyz 0 1
C 0.81 -0.17 -1.02
H 2.19 1.65 -0.70
C 1.76 0.73 -0.16
O -2.61 -1.05 0.77
S 0.65 0.95 1.27
H -2.56 -0.45 -0.70
N -1.90 0.08 1.29
H 1.16 -0.20 -2.14
C -0.69 0.13 0.49
N -0.70 -0.15 -0.77
H 1.08 -1.48 -0.56
H -1.94 -0.13 2.21
H 2.75 0.10 0.00
*
```

Summary:
Highest occupied orbital energy in eV: -8.787
HOMO-LUMO gap in eV: 8.9
E_LUMO in eV: 0.095


Energies, relative to the best one, in eV: run w 0.000; run x 1.848.